(i)
16
Properties=species:S:1:pos:R:3 method="wB97M-V/def2-TZVPD" smiles=CC1(C)C[C@H]1O orbital_gap_ev=10.34 e_lumo_ev=0.881 homo_ev=-9.46 charge=0 spin_multiplicity=1
C 0.615 -0.737 -1.179
C -0.203 -0.123 -0.058
C -1.554 0.390 -0.504
C 0.092 -0.747 1.291
C 0.532 0.655 0.996
O 1.867 1.007 0.788
H 0.648 -0.099 -2.070
H 1.642 -0.936 -0.860
H 0.154 -1.690 -1.465
H -2.180 0.721 0.331
H -2.110 -0.356 -1.083
H -1.391 1.256 -1.160
H -0.704 -0.857 2.023
H 0.826 -1.550 1.300
H -0.029 1.404 1.558
H 1.827 1.687 0.100

***

(ii)
16
Properties=species:S:1:pos:R:3 method="wB97M-V/def2-TZVPD" smiles=COC1CCC1 orbital_gap_ev=10.68 e_lumo_ev=1.159 homo_ev=-9.52 charge=0 spin_multiplicity=1
C 2.261 0.107 0.407
O 1.126 -0.702 0.588
C 0.127 -0.494 -0.384
C -0.507 0.918 -0.425
C -1.836 0.337 0.114
C -1.212 -1.081 0.096
H 2.107 1.113 0.825
H 2.527 0.209 -0.656
H 3.097 -0.364 0.933
H 0.493 -0.859 -1.359
H -0.011 1.629 0.241
H -0.574 1.357 -1.425
H -2.703 0.470 -0.540
H -2.108 0.704 1.108
H -1.108 -1.554 1.074
H -1.679 -1.787 -0.596

***

Which structure is the least stable? The one labeled (ii).

***

(i)
16
Properties=species:S:1:pos:R:3 method="wB97M-V/def2-TZVPD" smiles=C[C@H]1C[C@]1(C)O orbital_gap_ev=8.33 e_lumo_ev=0.815 homo_ev=-7.51 charge=0 spin_multiplicity=1
C -1.369 1.507 0.209
C -0.906 0.360 -0.666
C 0.554 0.419 -1.032
C 0.439 -0.682 -0.091
C 0.909 -0.651 1.322
O 0.552 -1.894 -0.760
H -1.553 2.385 -0.429
H -2.318 1.284 0.705
H -0.636 1.832 0.967
H -1.131 -0.666 -0.235
H 0.890 0.151 -2.028
H 1.083 1.273 -0.601
H 2.001 -0.697 1.312
H 0.527 -1.503 1.900
H 0.589 0.268 1.821
H 0.241 -2.639 -0.228

***

(ii)
16
Properties=species:S:1:pos:R:3 method="wB97M-V/def2-TZVPD" smiles="C/C=C/O.C=C" orbital_gap_ev=9.45 e_lumo_ev=0.811 homo_ev=-8.64 charge=0 spin_multiplicity=1
O 2.249 0.840 -0.176
C 1.678 -0.272 0.379
C 0.692 -0.966 -0.181
C 0.221 -2.252 0.444
C -2.306 1.942 -0.746
C -1.212 1.612 -0.067
H 2.957 1.143 0.405
H 0.959 -2.587 1.185
H 2.082 -0.601 1.334
H 0.250 -0.613 -1.111
H -0.752 -2.188 0.951
H 0.144 -3.035 -0.317
H -2.262 2.419 -1.726
H -3.298 1.738 -0.354
H -1.235 1.095 0.893
H -0.216 1.793 -0.456

***

(iii)
16
Properties=species:S:1:pos:R:3 method="wB97M-V/def2-TZVPD" orbital_gap_ev=10.71 e_lumo_ev=1.174 homo_ev=-9.54 charge=0 spin_multiplicity=1
C 1.755 -0.070 -0.002
C 0.467 0.736 -0.114
C -0.467 0.269 -1.220
C -1.516 -0.452 -0.378
O -0.840 -1.208 0.614
C -0.447 -0.078 1.365
H 2.373 -0.142 -0.908
H 2.384 0.342 0.794
H 1.461 -1.090 0.263
H 0.654 1.823 -0.136
H -0.952 1.077 -1.787
H 0.003 -0.417 -1.932
H -2.201 -1.108 -0.944
H -1.757 0.439 0.319
H -1.326 0.073 2.066
H 0.406 -0.194 1.998

***

Which structure is the least stable? The one labeled (i).

***

(i)
16
Properties=species:S:1:pos:R:3 method="wB97M-V/def2-TZVPD" orbital_gap_ev="7.67 / 8.60" e_lumo_ev="0.730 / 1.043" homo_ev="-6.94 / -7.56" charge=0 spin_multiplicity=1
C 2.179 -0.132 -0.087
C 1.272 1.033 -0.149
O 0.120 0.996 -0.738
C -0.550 -0.069 -1.191
C -1.397 -0.318 1.024
C -1.856 -0.099 -0.433
H 2.933 0.026 0.689
H 2.699 -0.273 -1.045
H 1.644 -1.071 0.126
H -0.378 0.095 1.155
H 1.581 2.035 0.117
H 0.018 -1.005 -1.158
H -1.351 -1.384 1.265
H -1.998 0.210 1.767
H -2.520 -0.893 -0.796
H -2.397 0.849 -0.545

***

(ii)
16
Properties=species:S:1:pos:R:3 method="wB97M-V/def2-TZVPD" smiles="C[C@H]1CCC1=O.[H][H]" orbital_gap_ev=10.50 e_lumo_ev=1.072 homo_ev=-9.43 charge=0 spin_multiplicity=1
C -0.604 0.460 -1.870
C -0.484 0.491 -0.349
C -0.933 -0.794 0.401
C 0.546 -1.199 0.637
C 0.948 0.168 0.083
O 1.987 0.769 0.005
H -0.083 1.319 -2.305
H -0.145 -0.449 -2.277
H -1.651 0.484 -2.189
H -0.877 1.432 0.054
H -1.466 -0.579 1.331
H -1.527 -1.496 -0.192
H 0.862 -1.406 1.664
H 0.899 -2.012 -0.007
H 1.007 1.339 2.767
H 1.519 1.473 2.245

***

Which structure is the least stable? The one labeled (i).

***

(i)
16
Properties=species:S:1:pos:R:3 method="wB97M-V/def2-TZVPD" orbital_gap_ev=10.69 e_lumo_ev=0.982 homo_ev=-9.71 charge=0 spin_multiplicity=1
C -0.854 1.222 0.256
C 0.171 0.412 -0.435
O 0.532 1.228 -1.498
C -0.646 -0.994 -0.487
C 0.309 -1.509 0.605
C 1.264 -0.322 0.369
H -1.108 0.882 1.276
H -1.741 1.304 -0.380
H -0.341 2.455 0.030
H 0.285 2.195 -1.005
H -1.728 -1.064 -0.247
H -0.486 -1.405 -1.474
H 0.719 -2.504 0.430
H -0.136 -1.493 1.607
H 2.091 -0.595 -0.295
H 1.670 0.188 1.248

***

(ii)
16
Properties=species:S:1:pos:R:3 method="wB97M-V/def2-TZVPD" smiles=OC1CCCC1 orbital_gap_ev=11.14 e_lumo_ev=0.965 homo_ev=-10.17 charge=0 spin_multiplicity=1
O -1.974 0.112 0.707
C -1.076 0.197 -0.394
C -0.224 -1.101 -0.588
C 0.985 -0.870 0.370
C 1.270 0.615 0.330
C -0.075 1.331 -0.044
H -2.631 -0.573 0.525
H -1.659 0.421 -1.309
H -0.851 -1.971 -0.333
H 0.038 -1.192 -1.648
H 2.066 -1.164 0.426
H 0.661 -1.193 1.363
H 1.946 0.600 1.224
H 2.007 0.866 -0.437
H -0.529 1.941 0.737
H 0.044 1.981 -0.928

***

Which structure is the least stable? The one labeled (i).